{
  "formula": "C43H30Cl3NO3P2RuS2",
  "method": "ωB97M-V with the def2-TZVPD basis set",
  "symbols": ["C", "H", "H", "C", "H", "C", "C", "C", "C", "Cl", "C", "C", "P", "C", "H", "Cl", "C", "O", "H", "C", "H", "H", "C", "H", "C", "C", "C", "H", "C", "C", "O", "C", "H", "C", "H", "H", "C", "H", "C", "C", "C", "C", "H", "H", "C", "C", "P", "H", "C", "H", "H", "H", "H", "C", "H", "H", "Ru", "H", "H", "S", "H", "C", "C", "C", "H", "H", "O", "C", "C", "C", "C", "C", "C", "Cl", "H", "C", "H", "C", "S", "H", "C", "C", "C", "N", "C"],
  "coordinates": [[-1.05117, 1.67314, 4.44077], [-4.95212, 0.69764, -4.63191], [-3.54600, -0.18446, 1.94298], [-1.60144, 1.70542, 5.73689], [0.78040, 1.87394, 3.33720], [-1.99695, 0.62969, -2.11601], [0.54240, 2.23109, 6.69846], [0.55258, 1.90864, -1.53205], [-5.34171, 2.63384, 3.85615], [2.60357, -1.85030, 4.83826], [-5.43384, 0.72081, 2.41479], [-1.16640, 0.85290, 2.06118], [1.48472, -2.02437, -1.77770], [-1.76282, 0.65916, -3.49283], [6.16745, -0.53853, -1.23064], [3.99837, -0.69987, 2.53245], [-1.83556, 1.34395, 3.27178], [2.37712, -2.36357, 0.91409], [0.20976, -6.15953, -5.46462], [1.09865, -3.33305, -2.98545], [-5.38620, 0.59683, -2.19676], [-3.50249, 0.60245, -0.59907], [5.32417, -0.60391, -1.90683], [-2.61387, 0.73713, -5.45773], [4.31153, -0.13432, -4.03641], [-4.12590, 0.67635, -3.93078], [2.86466, -1.87609, 3.12801], [-1.47280, -4.43569, -4.89552], [2.14025, -2.73182, 2.34816], [1.10909, 2.18944, 5.42890], [1.27842, -3.55878, 2.57466], [-4.36814, 0.62233, -2.56711], [-7.16705, 1.83106, 3.04935], [-3.28560, 1.49573, 3.24382], [3.03521, -4.25703, -2.86585], [2.29441, -0.82813, -4.28355], [-0.35281, -1.35463, 4.32967], [2.33753, 0.89625, -0.90799], [3.15292, -0.77412, -3.62275], [-0.35554, -0.24251, 2.03239], [-0.48507, -4.39820, -4.45193], [-0.81735, 1.98269, 6.84160], [3.84045, 2.73799, -1.52684], [-5.83610, 3.44123, 4.38443], [2.04836, -4.29888, -3.31325], [-2.81498, 0.69909, -4.39343], [-0.51439, 0.50455, -1.02257], [4.36354, 0.30481, -5.02568], [0.26119, -0.87942, -1.75921], [6.30132, 0.46132, -3.49490], [2.17256, 2.35137, 5.30415], [-1.03081, 3.18325, -2.21739], [-6.00301, 0.01274, 1.82379], [2.25691, 3.99808, -2.25574], [2.46189, -6.06984, -4.44546], [-0.88966, -2.62156, -3.29165], [0.51001, -1.06283, 0.24899], [4.11749, -1.68369, -0.49930], [-1.26498, 1.97385, 7.82871], [2.17797, -3.56943, -0.22996], [-2.64596, 1.45941, 5.87482], [-3.96276, 2.51477, 3.92825], [0.88662, 4.11388, -2.45131], [-4.05827, 0.60581, 2.47882], [1.15844, 2.42728, 7.56734], [-3.38989, 3.23709, 4.49560], [-0.44311, -1.76975, 5.43320], [-0.16716, -3.38495, -3.55916], [0.33085, 1.91906, 4.32077], [1.72489, -5.31454, -4.20208], [0.03968, 3.07865, -2.08389], [5.39784, -0.04529, -3.17603], [3.07431, -1.33625, -2.35144], [4.04038, -4.94263, 0.79581], [0.47450, 5.01813, -2.88412], [4.16882, -1.25301, -1.49240], [-0.73946, 0.64206, -3.84926], [1.92571, 1.80183, -1.33848], [-1.52228, 1.84889, 0.64459], [2.91736, 4.80936, -2.53871], [-6.08909, 1.73772, 3.10334], [2.77468, 2.84137, -1.69015], [0.46002, -5.36461, -4.77188], [-0.24593, -0.94919, 3.22778], [-3.31038, 0.61073, -1.66414]],
  "forces_ev_per_angstrom": [[0.00, 0.02, 0.04], [0.00, 0.00, 0.00], [0.00, 0.00, 0.00], [-0.01, -0.01, -0.01], [0.01, 0.00, 0.00], [0.03, -0.13, -0.08], [-0.02, 0.00, -0.01], [-0.05, 0.02, -0.02], [0.00, 0.01, 0.01], [0.25, -0.03, -0.04], [-0.02, 0.03, 0.01], [0.00, 0.04, 0.04], [0.06, -0.15, -0.02], [-0.01, -0.01, 0.02], [0.00, 0.00, 0.00], [0.02, 0.02, -0.02], [0.02, -0.02, -0.01], [0.09, -0.07, -0.09], [0.00, 0.00, 0.00], [0.01, -0.02, -0.03], [0.00, 0.00, 0.00], [0.01, 0.01, 0.01], [0.01, 0.02, -0.04], [0.01, 0.00, 0.00], [-0.02, 0.00, -0.02], [0.00, 0.00, 0.02], [0.12, -0.12, 0.00], [0.00, 0.00, 0.00], [-0.29, 0.36, 0.01], [0.01, 0.00, 0.01], [0.07, -0.18, 0.02], [-0.02, 0.00, -0.01], [0.00, 0.00, 0.00], [-0.02, -0.02, 0.01], [0.00, -0.01, 0.00], [0.00, 0.01, 0.00], [-0.03, 0.06, 0.12], [0.02, 0.00, 0.01], [-0.03, 0.01, -0.01], [0.02, -0.05, -0.23], [0.01, -0.01, 0.00], [0.02, 0.00, 0.01], [0.00, 0.00, 0.00], [0.00, 0.00, 0.00], [-0.01, 0.02, 0.00], [0.00, 0.00, 0.00], [-0.11, 0.13, 0.14], [-0.01, 0.00, 0.00], [0.24, -0.06, -0.47], [0.00, 0.00, 0.00], [0.00, -0.01, -0.01], [0.00, 0.01, 0.00], [0.00, 0.00, 0.00], [0.02, 0.00, 0.00], [0.00, 0.00, 0.00], [0.00, 0.00, 0.00], [-0.30, 0.04, 0.64], [0.00, 0.00, 0.00], [-0.01, 0.00, 0.00], [-0.14, 0.16, -0.05], [0.01, 0.00, 0.01], [0.01, 0.01, -0.01], [-0.01, 0.01, 0.00], [0.03, -0.01, -0.02], [0.00, 0.00, 0.00], [-0.01, 0.00, -0.01], [-0.24, -0.04, -0.06], [0.01, 0.00, 0.00], [-0.01, 0.01, -0.01], [0.01, 0.00, 0.00], [-0.01, -0.01, -0.01], [0.01, -0.02, 0.03], [0.06, -0.01, 0.10], [0.08, -0.04, 0.02], [0.00, 0.00, 0.00], [-0.02, -0.01, -0.02], [0.00, 0.00, -0.01], [-0.03, 0.00, 0.00], [0.11, 0.05, 0.08], [0.00, 0.00, 0.00], [0.01, -0.02, -0.01], [-0.01, 0.00, 0.00], [-0.01, 0.00, 0.00], [0.02, 0.01, -0.07], [0.03, 0.00, 0.05]],
  "lowdin_charge": [-0.18, 0.09, 0.11, -0.04, 0.12, -0.35, -0.11, -0.36, -0.11, 0.61, -0.10, -0.67, 0.60, -0.11, 0.10, 0.53, -0.17, -0.73, 0.09, -0.36, 0.09, 0.06, -0.08, 0.09, -0.10, -0.12, -1.12, 0.09, -0.78, -0.08, -0.04, -0.10, 0.09, -0.21, 0.10, 0.11, -0.39, 0.08, -0.09, -0.28, -0.10, -0.10, 0.10, 0.09, -0.10, -0.10, 0.57, 0.09, -0.56, 0.09, 0.10, 0.10, 0.09, -0.11, 0.10, 0.09, 0.93, 0.07, 0.09, 0.59, 0.11, -0.05, -0.10, -0.04, 0.09, 0.11, 0.06, -0.08, -0.02, -0.09, -0.11, -0.11, -0.34, -0.29, 0.09, -0.08, 0.10, -0.09, 0.70, 0.09, -0.12, -0.08, -0.11, 0.12, -0.11],
  "lumo_ev": [4.038, 3.682],
  "e_above_lowest_kj_mol": 473.8,
  "total_charge": -2,
  "homo_lumo_gap_ev": [5.537, 5.234],
  "multiplicity": 5
}

=====

{
  "formula": "C43H31AsN3O4PdS2",
  "method": "ωB97M-V with the def2-TZVPD basis set",
  "symbols": ["H", "C", "H", "H", "N", "C", "C", "C", "C", "C", "C", "H", "C", "H", "H", "O", "C", "H", "C", "H", "H", "N", "As", "S", "H", "C", "C", "H", "Pd", "H", "H", "H", "C", "H", "C", "C", "C", "H", "C", "H", "C", "O", "O", "H", "H", "C", "C", "H", "C", "O", "C", "C", "C", "H", "C", "C", "C", "H", "H", "C", "H", "C", "C", "C", "H", "H", "C", "C", "C", "C", "H", "C", "C", "H", "C", "C", "C", "S", "H", "C", "H", "C", "C", "H", "N"],
  "coordinates": [[-0.87113, 4.71728, 6.38235], [-3.16212, 0.51494, 0.04994], [0.11665, 4.52261, -5.59704], [-2.83536, 0.82169, -4.20478], [-0.95685, 0.10557, 2.16970], [-2.31696, 0.21749, 4.11290], [-2.52736, 2.41220, -5.60937], [0.57455, 1.78781, -1.28374], [1.15627, -1.42834, 1.05265], [0.66674, -0.53687, -3.11534], [-0.42793, 1.47573, 7.20788], [-0.86190, 0.49095, 7.09738], [-0.43297, 3.82626, 6.81095], [0.68151, 4.87204, 0.12728], [6.95719, -3.10471, 3.53706], [-9.52783, -0.06760, -0.41796], [-1.81046, -0.45965, 3.01829], [-4.59185, 2.67146, -0.64135], [-6.85899, -0.40855, -0.07973], [-3.44692, 2.21386, -6.14636], [6.79347, -2.17580, 1.24662], [1.33356, 2.83849, 8.09428], [-0.65349, 0.64889, -2.29367], [-2.55221, 2.44447, 5.71408], [2.02109, 0.23643, -0.92678], [-1.70201, 3.45622, -6.00120], [1.72785, 1.25564, -0.70959], [4.59036, -1.55883, 0.31340], [-0.56075, -0.92317, 0.36086], [0.08255, 1.78916, 1.61148], [-0.71633, 3.50211, -1.36424], [-3.00934, -0.26742, 4.78654], [-1.92472, 1.53330, 4.31755], [-7.07703, 2.86495, -0.96099], [0.74078, 3.89472, 7.54897], [0.79921, -1.82695, -2.57887], [3.60445, -2.64474, 3.35828], [-2.08573, -1.48398, 2.80700], [-0.58989, 1.37339, 2.35273], [3.25272, -2.98625, -4.63449], [1.74670, -2.69073, -3.14711], [-9.31053, 2.00504, -0.93612], [-2.54321, 1.57737, 0.16655], [1.86338, -3.67820, -2.71881], [1.23129, 4.85026, 7.70054], [-6.61352, 1.93509, -0.66850], [1.47514, -0.14900, -4.18092], [4.90059, -3.39669, 4.88488], [5.99341, -2.82870, 3.12787], [-2.70885, -0.66803, 0.06558], [-1.00105, 1.85823, -3.81350], [2.13320, 3.32149, 0.45726], [3.49547, -2.12271, 2.06436], [-7.50909, -1.25613, 0.07574], [2.39882, -1.01632, -4.74072], [5.89933, -2.30927, 1.84342], [2.52785, -2.29665, -4.21757], [1.24818, 0.80286, 8.36309], [-0.74269, 3.15437, 3.53105], [-7.40337, 0.81410, -0.44898], [3.01295, -0.69549, -5.57331], [-5.24602, 1.82250, -0.49903], [0.20221, 3.09056, -0.96162], [2.50037, 2.01678, 0.15934], [-1.97326, 4.07689, -6.84641], [1.36902, 0.84653, -4.59398], [0.74949, 1.65464, 7.91425], [-5.48712, -0.50327, 0.06770], [-1.03218, 2.58783, 6.63563], [-4.67358, 0.60854, -0.13172], [3.38401, 1.58096, 0.60957], [4.83904, -2.99345, 3.88114], [0.98154, 3.85764, -0.10801], [2.73608, 3.91646, 1.13306], [-0.53042, 3.70602, -5.29919], [-1.05121, 2.12457, 3.41673], [2.22449, -1.76342, 1.51783], [-0.16936, -2.49602, -1.26372], [0.73303, 3.11777, -3.67203], [4.66685, -1.96073, 1.31561], [-5.01732, -1.44095, 0.33005], [-2.17954, 1.62703, -4.51855], [-0.18323, 2.91204, -4.21442], [2.70392, -2.77071, 3.94494], [-8.84714, 0.92584, -0.60914]],
  "forces_ev_per_angstrom": [[0.01, 0.00, -0.02], [-0.29, 0.15, -0.04], [0.00, 0.00, 0.00], [0.00, 0.00, 0.00], [-0.13, 0.21, -0.28], [-0.05, 0.07, 0.03], [0.00, 0.02, 0.00], [0.05, -0.08, 0.12], [0.20, 0.06, -0.28], [0.07, 0.00, 0.11], [-0.02, 0.02, -0.06], [0.00, 0.00, -0.01], [-0.06, -0.02, 0.04], [0.00, 0.00, 0.00], [0.00, 0.01, 0.00], [0.10, 0.05, 0.03], [0.08, 0.03, 0.05], [0.01, 0.01, -0.01], [-0.11, 0.10, -0.05], [0.00, 0.00, 0.00], [0.00, 0.00, 0.00], [0.01, -0.01, 0.01], [-0.14, 0.09, -0.22], [0.01, 0.04, 0.03], [0.00, 0.00, -0.01], [0.00, 0.00, 0.00], [0.03, 0.09, -0.12], [0.00, -0.01, -0.01], [-0.31, -0.65, 0.76], [-0.05, -0.01, 0.05], [0.01, 0.00, 0.01], [0.02, -0.01, 0.02], [0.04, -0.09, -0.04], [0.00, 0.01, 0.00], [0.01, 0.02, 0.01], [0.08, -0.03, 0.10], [0.01, 0.01, -0.01], [-0.03, 0.01, -0.02], [0.12, -0.05, -0.09], [-0.01, 0.00, 0.00], [0.01, 0.03, -0.06], [0.09, -0.04, 0.05], [0.10, -0.02, -0.02], [0.00, 0.00, 0.01], [-0.01, 0.00, 0.00], [-0.12, -0.09, 0.01], [-0.06, 0.01, -0.03], [0.00, 0.00, 0.00], [0.02, -0.01, -0.01], [0.31, -0.03, -0.12], [0.12, -0.01, 0.01], [0.00, 0.02, 0.00], [0.02, -0.03, 0.01], [0.00, -0.01, 0.00], [0.01, 0.02, -0.03], [0.01, 0.01, 0.00], [0.00, -0.03, 0.03], [0.00, 0.00, 0.00], [0.01, 0.00, -0.01], [0.44, -0.02, 0.08], [0.00, 0.00, 0.00], [0.07, -0.03, 0.05], [-0.07, 0.01, 0.06], [0.01, 0.01, -0.01], [0.00, 0.00, 0.00], [0.01, 0.02, 0.01], [0.02, 0.00, 0.01], [0.10, 0.02, -0.03], [0.01, 0.04, -0.02], [-0.06, -0.04, -0.02], [-0.01, -0.01, 0.01], [-0.01, 0.00, 0.01], [0.02, 0.03, 0.01], [0.00, 0.00, 0.00], [0.01, 0.02, 0.00], [-0.01, -0.01, 0.11], [0.03, 0.10, 0.11], [-0.23, 0.06, -0.20], [-0.02, 0.00, -0.01], [-0.01, 0.00, 0.01], [0.00, -0.01, 0.00], [-0.01, -0.03, 0.01], [0.02, 0.00, 0.00], [-0.01, -0.01, 0.00], [-0.47, 0.00, -0.14]],
  "lowdin_charge": [0.10, -0.67, 0.10, 0.09, -0.04, -0.07, -0.10, -0.39, -0.22, -0.41, -0.07, 0.11, -0.09, 0.10, 0.09, 0.06, -0.10, 0.12, 0.00, 0.10, 0.10, 0.06, 1.34, 0.98, 0.08, -0.11, -0.13, 0.11, 0.63, 0.10, 0.10, 0.10, -0.51, 0.11, -0.15, -0.68, -0.05, 0.12, -0.08, 0.09, -0.14, 0.06, -0.03, 0.09, 0.10, 0.00, -0.11, 0.09, -0.12, -0.18, -0.38, -0.11, -0.26, 0.11, -0.11, -0.10, -0.11, 0.11, 0.11, -0.16, 0.09, 0.00, -0.14, -0.09, 0.09, 0.08, -0.14, 0.00, -0.53, -0.10, 0.10, -0.11, -0.11, 0.09, -0.10, -0.04, -0.13, 0.57, 0.10, -0.05, 0.12, -0.12, -0.13, 0.11, -0.36],
  "lumo_ev": 1.565,
  "e_above_lowest_kj_mol": 38.3,
  "total_charge": -1,
  "homo_lumo_gap_ev": 6.185,
  "multiplicity": 1
}